Record 1
This record from the Open Molecules 2025 dataset describes 9 unconnected molecules or ions with the total composition C6H27NO9 in a non-equilibrium geometry. The level of theory is the ωB97M-V functional and the def2-TZVPD basis.

Element x y z (Å)
C1 1.299 -1.717 -2.289
C2 1.121 -2.521 -1.261
C3 0.117 -2.449 -0.121
C4 -1.302 -2.083 -0.589
N1 -1.509 -0.628 -0.655
C5 -2.136 0.121 -1.608
C6 -2.523 -0.560 -2.901
O1 -2.498 1.258 -1.322
H1 2.030 -1.752 -3.071
H2 0.670 -0.857 -2.435
H3 1.794 -3.355 -1.216
H4 0.106 -3.353 0.453
H5 0.446 -1.590 0.424
H6 -1.432 -2.453 -1.586
H7 -2.069 -2.455 0.097
H8 -1.228 -0.163 0.181
H9 -3.572 -0.843 -2.837
H10 -2.470 0.246 -3.630
H11 -1.932 -1.434 -3.154
O2 0.228 -2.158 3.383
H12 1.012 -1.799 2.926
H13 0.336 -1.857 4.283
O3 2.582 0.323 -0.336
H14 2.443 0.845 0.505
H15 3.349 0.878 -0.592
O4 2.350 1.555 2.132
H16 1.844 0.760 2.345
H17 1.679 2.235 2.367
O5 0.246 3.168 2.893
H18 0.029 3.225 1.935
H19 -0.506 2.662 3.213
O6 0.888 1.859 -1.800
H20 1.232 1.372 -1.028
H21 0.212 1.341 -2.237
O7 -0.310 3.350 0.277
H22 -1.136 3.687 -0.106
H23 0.323 3.288 -0.443
O8 2.397 -1.332 1.647
H24 2.763 -2.101 2.066
H25 2.380 -1.525 0.703
O9 -2.766 2.259 1.399
H26 -3.704 2.445 1.560
H27 -2.782 2.110 0.426

Results
orbital gap: 10.2 eV
LUMO level: 0.41 eV
SMILES: C=CCCNC(C)=O.O.O.O.O.O.O.O.O
F_max: 2.2 eV Å⁻¹
E_HOMO: -9.7433 eV
E_tot: -26577.9198 eV
energy above the lowest of the compared OMol25 structures with the same formula, charge and spin: 34.58 kJ/mol

***

Record 2
This record from the Open Molecules 2025 dataset describes C4H7NO in the gas phase in a non-equilibrium geometry. The level of theory is the ωB97M-V functional and the def2-TZVPD basis.

Element x y z (Å)
C1 1.291 0.311 -0.639
C2 -1.478 -0.926 0.231
C3 0.868 -0.475 0.599
C4 0.526 0.935 0.461
N1 -1.645 0.249 -0.419
O1 -0.851 1.274 0.157
H1 2.356 0.331 -0.846
H2 0.690 -0.012 -1.534
H3 -1.360 -1.941 -0.150
H4 -1.542 -0.935 1.259
H5 1.468 -0.829 1.304
H6 1.049 1.672 1.027
H7 -1.374 0.346 -1.452

Results
orbital gap: 8.7 eV
LUMO level: 0.64 eV
F_max: 6.2 eV Å⁻¹
E_HOMO: -8.0834 eV
E_tot: -7792.6743 eV
energy above the lowest of the compared OMol25 structures with the same formula, charge and spin: 672.51 kJ/mol

***

Record 3
This record from the Open Molecules 2025 dataset describes a molecular structure, C4H10N2O in a non-equilibrium geometry. The level of theory is the ωB97M-V functional and the def2-TZVPD basis.

Element x y z (Å)
C1 -1.030 0.051 -0.575
C2 2.573 0.565 0.400
C3 -1.947 -1.075 -0.927
N1 1.270 0.709 -0.222
C4 0.310 -0.280 0.028
N2 -1.056 0.468 1.089
O1 0.636 -1.480 0.146
H1 0.921 1.657 -0.252
H2 -1.050 0.913 -1.247
H3 -1.584 1.312 1.280
H4 -1.264 -0.312 1.704
H5 3.320 1.102 -0.185
H6 2.826 -0.494 0.412
H7 2.592 0.943 1.428
H8 -1.857 -1.891 -0.212
H9 -1.679 -1.464 -1.911
H10 -2.981 -0.725 -0.956

Results
orbital gap: 9.8 eV
LUMO level: 0.82 eV
F_max: 5.7 eV Å⁻¹
E_HOMO: -8.9401 eV
E_tot: -9336.2108 eV
energy above the lowest of the compared OMol25 structures with the same formula, charge and spin: 267.91 kJ/mol

***

Record 4
This record from the Open Molecules 2025 dataset describes a molecular structure, C5H13ISi in a non-equilibrium geometry. The level of theory is the ωB97M-V functional and the def2-TZVPD basis.

Element x y z (Å)
C1 1.128 -1.995 0.420
C2 -0.756 0.216 1.707
C3 -1.718 -0.049 -1.293
C4 0.362 2.237 -0.372
C5 1.210 -0.855 -0.609
Si1 -0.195 0.420 -0.127
I1 3.165 0.213 -0.346
H1 1.508 -1.699 1.317
H2 1.627 -2.839 0.059
H3 0.075 -2.251 0.414
H4 -1.782 -0.386 1.662
H5 -0.116 -0.333 2.265
H6 -0.984 1.163 2.232
H7 -1.571 -0.746 -2.121
H8 -2.363 -0.425 -0.502
H9 -2.273 0.845 -1.665
H10 0.646 2.391 -1.373
H11 -0.378 3.017 -0.230
H12 1.220 2.373 0.190
H13 1.196 -1.298 -1.627

Results
orbital gap (alpha / beta): 6.0 / 6.5 eV
LUMO level (alpha / beta): 0.76 / -3.16 eV
F_max: 4.7 eV Å⁻¹
E_HOMO (alpha / beta): -5.2037 / -9.6476 eV
E_tot: -21370.0468 eV
energy above the lowest of the compared OMol25 structures with the same formula, charge and spin: 0.00 kJ/mol
multiplicity: 3

***

Record 5
This record from the Open Molecules 2025 dataset describes a molecular structure, C21H16AgN3S3. The level of theory is the ωB97M-V functional and the def2-TZVPD basis.

Element x y z (Å)
Ag1 0.089 0.325 0.106
C1 -6.358 -4.308 -0.408
C2 -5.322 -3.228 -0.098
C3 -5.858 -1.882 -0.612
C4 -5.146 -3.150 1.427
C5 -3.968 -3.516 -0.750
C6 -3.729 -4.652 -1.537
C7 -2.489 -4.891 -2.121
C8 -1.471 -3.973 -1.914
S1 0.168 -3.952 -2.481
C9 0.429 -2.402 -1.619
N1 -0.610 -1.990 -0.997
C10 -1.690 -2.832 -1.132
C11 -2.933 -2.611 -0.556
C12 1.727 -1.703 -1.654
C13 2.788 -2.288 -2.359
C14 4.018 -1.665 -2.415
C15 4.173 -0.446 -1.755
C16 3.111 0.116 -1.062
C17 1.835 -0.470 -0.969
H1 -7.300 -4.051 0.081
H2 -6.041 -5.287 -0.037
H3 -6.545 -4.389 -1.482
H4 -6.831 -1.666 -0.162
H5 -5.976 -1.906 -1.699
H6 -5.183 -1.062 -0.366
H7 -6.108 -2.953 1.909
H8 -4.458 -2.353 1.710
H9 -4.749 -4.091 1.816
H10 -4.516 -5.376 -1.707
H11 -2.333 -5.777 -2.724
H12 -3.056 -1.713 0.041
H13 2.648 -3.239 -2.866
H14 4.842 -2.113 -2.959
H15 5.132 0.063 -1.785
H16 3.281 1.065 -0.562
S2 -0.731 0.816 2.547
C18 -1.677 2.071 1.849
S3 -1.669 2.266 0.139
C19 -2.532 2.859 2.656
C20 -2.624 2.696 4.070
N2 -2.754 2.599 5.216
C21 -3.380 3.873 2.120
N3 -4.098 4.701 1.746

Results
orbital gap: 4.8 eV
LUMO level: 3.93 eV
F_max: 0.6 eV Å⁻¹
E_HOMO: -0.8822 eV
charge: -2
E_tot: -63013.8398 eV
energy above the lowest of the compared OMol25 structures with the same formula, charge and spin: 4.65 kJ/mol